# 1
Formula: C17H23NO3S
Source: the Open Molecules 2025 dataset
Level of theory: ωB97M-V with the def2-TZVPD basis set

Last column: natural (NBO) charge in e.
Element x y z (Å)
S  -1.2334  1.7520  -0.8469  0.19
O  -1.8251  -2.0611  -0.6172  -0.51
O  0.7970  2.8214  1.6938  -0.65
O  -3.2079  -0.5750  0.3430  -0.62
N  -0.2450  0.9119  2.2517  -0.44
C  -1.3711  2.5447  0.7923  -0.61
C  0.9824  0.3420  2.7735  -0.22
C  -1.3714  0.0238  2.3783  -0.21
C  3.3983  0.3085  -0.4268  -0.20
C  -2.1685  -1.3173  -2.9038  -0.63
C  1.4355  1.3090  -1.3917  -0.05
C  -2.6785  -2.1785  -1.7597  -0.08
C  1.3446  0.2383  -2.2753  -0.17
C  0.2619  -1.3341  1.0373  -0.39
C  0.4020  2.3868  -1.4231  -0.54
C  -0.1947  2.1109  1.6353  0.68
C  3.2948  -0.7589  -1.3018  -0.22
C  2.4744  1.3389  -0.4699  -0.22
C  -1.1944  -1.2287  1.4962  -0.33
C  2.2664  -0.7903  -2.2296  -0.22
C  1.1773  -1.0872  2.2346  -0.42
C  -2.1890  -1.2162  0.3407  0.83
H  0.2310  2.7434  -2.4392  0.23
H  -2.3049  0.5155  2.1070  0.24
H  -3.6912  -1.8772  -1.4743  0.21
H  2.5503  2.1668  0.2189  0.24
H  -2.3465  2.2536  1.1702  0.25
H  -1.4475  -2.1192  2.0834  0.23
H  -1.3323  3.6248  0.6483  0.24
H  -2.6650  -3.2380  -2.0273  0.19
H  0.6666  3.2176  -0.7734  0.25
H  -2.1581  -0.2729  -2.6007  0.22
H  4.0147  -1.5634  -1.2643  0.21
H  -2.8197  -1.4322  -3.7656  0.22
H  2.1847  -1.6180  -2.9190  0.21
H  0.4597  -0.5914  0.2639  0.23
H  0.9488  0.3424  3.8690  0.19
H  0.5380  0.2185  -2.9938  0.20
H  0.4493  -2.3175  0.6086  0.23
H  1.7947  0.9971  2.4563  0.24
H  -1.4361  -0.2672  3.4329  0.20
H  4.2032  0.3416  0.2933  0.21
H  0.9490  -1.8183  3.0128  0.19
H  2.2159  -1.2281  1.9368  0.22
H  -1.1599  -1.6186  -3.1747  0.21

* largest force on an atom: 0.6 eV/Å
* LUMO level: 0.78 eV
* charge: 0
* total energy: -36471.3208 eV
* M: 321.442 g/mol
* ΔE to the lowest compared entry with this formula, charge and spin: 0.266 eV
* structure (SMILES): CCOC(=O)[C@H]1CCCN(C(=O)CSCc2ccccc2)C1

***

# 2
Formula: C54H44FeN2O8P2Si
Source: the Open Molecules 2025 dataset
Level of theory: ωB97M-V with the def2-TZVPD basis set

Last column: Mulliken charge in e.
Element x y z (Å)
Fe  0.2825  -0.3912  0.5062  0.84
P  -0.2980  1.2810  1.9264  3.08
P  2.3470  -0.1920  -1.2478  2.92
Si  2.1793  -0.5397  1.8530  2.88
O  -2.1297  -4.0404  -4.3111  -0.50
O  -8.6247  -0.4157  0.5661  -0.81
O  0.2377  -3.8513  2.8813  -0.68
O  -1.7745  -0.3334  0.4405  1.38
O  -1.6950  -2.5173  0.7988  -0.86
O  0.0182  1.0657  -0.9532  -0.12
O  0.3190  -1.6809  -0.9973  -0.58
O  -8.5994  -2.6078  0.7128  -0.82
N  -7.9936  -1.5057  0.6250  0.88
N  0.7058  -1.6658  2.1505  -0.95
C  -2.1482  -0.2225  3.2794  -0.75
C  4.4440  -3.6821  -1.6769  -0.81
C  3.8598  -4.2609  -2.7923  -0.81
C  2.7258  0.6068  -4.0200  -0.71
C  -1.6446  2.0661  -2.3232  -2.45
C  -5.9072  -0.2760  0.5151  -0.98
C  0.8315  1.4697  3.3443  -0.45
C  0.7533  3.7784  1.2932  -1.29
C  -4.2426  0.5122  4.1875  -0.77
C  2.8297  -3.5993  -3.4448  -1.07
C  2.3412  2.8872  -4.6846  -0.75
C  2.3998  -2.3674  -2.9948  -0.86
C  2.7130  0.5860  4.5082  -0.14
C  -1.8409  -5.2531  -3.6687  -0.70
C  -1.7584  -2.8867  -3.6475  0.98
C  -0.4850  5.5436  0.2325  -0.85
C  -3.3403  -0.5050  3.9141  -0.29
C  0.4521  -2.7878  2.4595  0.83
C  -0.3905  2.9752  1.3081  0.59
C  0.6005  2.3700  4.3796  -0.36
C  3.6483  0.4872  1.0354  -0.09
C  -2.7353  2.1032  3.1999  -0.63
C  1.8964  0.5693  3.3899  -0.04
C  0.7012  5.0517  0.7629  -0.59
C  -4.5375  -0.2741  0.5048  0.34
C  -0.9540  -2.8457  -2.5333  0.12
C  4.9521  0.9477  -0.9579  -0.24
C  3.0199  -1.7512  -1.9039  0.93
C  -6.6127  -1.4918  0.6008  -0.45
C  1.4470  2.3896  5.4702  -0.75
C  -1.9388  -0.4965  -3.6015  -0.27
C  2.5000  1.4853  5.5397  -1.01
C  2.1580  2.2581  -2.3777  -0.45
C  2.6604  1.5781  -5.0035  -0.68
C  5.9989  1.4024  -0.1797  -0.97
C  -1.6105  4.7297  0.1932  -0.67
C  3.3750  -1.9615  2.4265  -2.19
C  3.7913  0.4789  -0.3494  -0.50
C  5.8673  1.4328  1.2027  -0.83
C  2.1035  3.2240  -3.3569  -0.32
C  -3.8151  -1.4708  0.5863  0.02
C  -2.3323  -1.4765  0.6054  -0.45
C  -3.9208  1.8167  3.8548  -0.79
C  4.0323  -2.4379  -1.2367  -1.25
C  -0.8335  0.8672  -1.8710  1.24
C  2.4589  0.9279  -2.6902  0.27
C  -2.2406  -1.6906  -4.1996  -1.27
C  4.6955  0.9937  1.7950  -0.40
C  -5.8881  -2.6977  0.6708  -0.76
C  -1.8534  1.0770  2.8675  0.71
C  -1.0869  -0.3982  -2.4831  -0.33
C  -1.5580  3.4488  0.7042  -0.94
C  -0.5534  -1.6272  -1.9446  -0.22
C  -4.5189  -2.6770  0.6676  -0.51
H  -0.5603  -3.7347  -2.0656  0.36
H  -2.7072  1.8654  -2.2086  0.43
H  3.5213  -0.1266  4.5760  0.44
H  -2.5277  5.0967  -0.2506  0.45
H  1.5888  5.6720  0.7577  0.44
H  1.8597  4.2455  -3.0950  0.45
H  1.6773  3.3929  1.7045  0.36
H  1.9416  2.5030  -1.3463  -0.03
H  -0.5284  6.5479  -0.1688  0.36
H  -5.1928  0.2899  4.6533  0.39
H  -4.6082  2.6202  4.0878  0.41
H  2.3481  -4.0548  -4.3010  0.45
H  -2.2066  -5.2490  -2.6380  0.30
H  1.2810  3.0943  6.2749  0.40
H  3.1554  1.4881  6.4018  0.40
H  2.8537  1.3086  -6.0348  0.42
H  -6.4775  0.6392  0.4563  0.46
H  6.6927  1.7720  1.8182  0.39
H  -2.3532  -6.0337  -4.2333  0.26
H  2.2669  3.6390  -5.4606  0.35
H  5.2218  -4.2102  -1.1415  0.42
H  -0.2320  3.0595  4.3171  0.45
H  -2.4103  2.7890  0.6336  0.57
H  5.0440  0.9195  -2.0365  0.48
H  -3.5792  -1.5249  4.1756  0.44
H  4.4922  -1.9875  -0.3676  0.35
H  -3.9425  -3.5881  0.7287  0.48
H  -1.4447  -1.0117  3.0565  -0.23
H  4.1920  -5.2289  -3.1430  0.37
H  -2.8776  -1.7442  -5.0701  0.41
H  -2.3626  0.4036  -4.0233  0.44
H  -3.9841  0.6511  0.4426  0.48
H  1.5565  -1.8832  -3.4676  0.59
H  -2.5138  3.1286  2.9357  0.42
H  3.0608  -2.3711  3.3806  0.48
H  -1.4416  2.2977  -3.3682  0.65
H  3.3614  -2.7737  1.7098  0.34
H  4.6005  1.0257  2.8701  0.37
H  6.9222  1.7272  -0.6429  0.37
H  -0.7637  -5.4599  -3.6640  0.24
H  -6.4459  -3.6197  0.7251  0.47
H  -1.3691  2.9224  -1.7146  -0.03
H  3.0024  -0.4012  -4.2914  0.48
H  4.4012  -1.6237  2.5173  0.45

* largest force on an atom: 2.7 eV/Å
* LUMO level (alpha / beta): 3.81 / 3.81 eV
* charge: -2
* total energy: -136915.6652 eV
* 2S+1: 5
* M: 994.831 g/mol

***

# 3
Formula: C6H11N4
Source: the Open Molecules 2025 dataset
Level of theory: ωB97M-V with the def2-TZVPD basis set

Last column: natural (NBO) charge in e.
Element x y z (Å)
N  2.4209  0.2528  0.2101  -0.18
N  1.4846  -0.5100  0.5279  0.18
N  3.0640  -0.1569  -2.0173  -0.59
N  0.2752  -0.2385  0.6442  -0.02
C  -1.8991  -0.3601  1.4923  -0.41
C  -0.6446  -1.1905  1.2430  -0.24
C  -1.8738  0.6325  0.3291  -0.41
C  3.2313  0.3982  -0.7426  0.29
C  1.9934  -0.8244  -2.3422  -0.06
C  -0.3929  0.9737  0.2069  -0.27
H  -2.7981  -0.9703  1.5001  0.25
H  2.0427  -1.2131  -3.3630  0.15
H  -0.0791  1.2287  -0.8099  0.24
H  -0.2125  -1.6350  2.1394  0.25
H  -1.8292  0.1658  2.4443  0.22
H  -0.8397  -1.9875  0.5178  0.24
H  4.1114  1.0018  -0.5779  0.23
H  3.8685  0.0275  -2.6259  0.41
H  -2.4852  1.5109  0.5162  0.25
H  -0.1097  1.7966  0.8732  0.24
H  -2.2253  0.1527  -0.5842  0.23

* largest force on an atom: 2.5 eV/Å
* LUMO level: -4.23 eV
* charge: +1
* total energy: -12349.8783 eV
* M: 139.182 g/mol
* ΔE to the lowest compared entry with this formula, charge and spin: 4.588 eV

***

# 4
Formula: C5H13N2
Source: the Open Molecules 2025 dataset
Level of theory: ωB97M-V with the def2-TZVPD basis set

Last column: natural (NBO) charge in e.
Element x y z (Å)
N  -0.3085  -2.0933  1.3277  -0.73
N  -0.5220  -2.2930  -1.0561  -0.69
C  -0.9232  1.2884  -1.6158  -0.65
C  -0.3668  1.3354  -0.2177  -0.28
C  1.5669  1.5040  1.4362  -0.66
C  -0.7407  -1.6980  0.1123  0.44
C  0.9286  1.3034  0.0639  -0.15
H  -0.9667  -1.8817  -1.8628  0.43
H  1.7043  1.1777  -0.7733  0.21
H  1.9302  2.4849  1.5860  0.24
H  -0.3487  -3.2974  -1.1973  0.43
H  -1.0006  1.6560  0.5895  0.21
H  0.0665  -2.9899  1.5244  0.42
H  -1.1951  -0.8008  -0.0615  0.24
H  -1.7270  2.0773  -1.4050  0.25
H  -1.3231  0.3161  -1.9551  0.17
H  -0.1848  1.5786  -2.4751  0.25
H  -0.0180  -1.5080  2.0966  0.45
H  1.0339  1.1238  2.3534  0.21
H  2.3946  0.7163  1.5298  0.22

* largest force on an atom: 3.7 eV/Å
* LUMO level: -4.16 eV
* charge: +1
* total energy: -8367.9598 eV
* M: 101.173 g/mol
* ΔE to the lowest compared entry with this formula, charge and spin: 2.851 eV